Entry 1:
21
Properties=species:S:1:pos:R:3:forces:R:3:lowdin_charge:R:1 method="wB97M-V/def2-TZVPD" molar_mass_g_mol=417.54 e_above_lowest_ev=0.398 e_tot_ev=-37134.039 charge=+2
Tl 1.0680 -1.1498 -1.0406 0.23 -0.28 0.11 1.25
C -2.2365 2.3565 1.6681 -5.85 0.73 0.42 -0.61
F -2.3517 3.3692 2.4300 1.13 0.08 0.21 0.34
F -2.6918 1.2687 2.1764 1.16 -0.32 0.24 0.32
F -2.7792 2.5664 0.5144 0.88 -0.02 -0.29 0.28
S -0.3076 2.0918 1.3061 7.05 -1.07 -1.59 0.67
O -0.2739 0.8290 0.5354 -1.40 0.50 1.20 -0.36
O -0.0069 3.2169 0.4469 -1.46 0.41 0.38 -0.11
O 0.2566 2.1162 2.6402 -1.69 -0.32 -0.52 -0.10
C 3.2152 -4.1087 0.8363 0.46 0.03 0.67 -0.09
O 3.1184 -2.9846 -0.0469 0.12 0.23 -0.37 -0.25
H 3.6816 -3.7392 1.7639 -0.23 -0.23 -0.01 0.11
H 2.2301 -4.5085 1.0598 -0.01 0.07 -0.13 0.09
H 3.8754 -4.8776 0.4328 -0.25 -0.03 -0.13 0.10
H 4.0169 -2.8798 -0.3975 -0.32 0.21 -0.13 0.10
C -2.1218 1.0324 -2.2483 -0.57 -0.35 0.19 -0.08
O -0.7420 0.8244 -2.3607 0.33 0.27 -0.21 -0.15
H -2.5718 0.2323 -1.6548 0.17 -0.06 -0.07 0.11
H -2.3297 1.9596 -1.6763 0.16 0.14 -0.25 0.11
H -2.6068 1.0894 -3.2251 -0.02 0.18 0.08 0.12
H -0.4424 1.2955 -3.1600 0.09 -0.17 0.21 0.14

Entry 2:
20
Properties=species:S:1:pos:R:3:forces:R:3:lowdin_charge:R:1 method="wB97M-V/def2-TZVPD" molar_mass_g_mol=92.16 e_above_lowest_ev=1.963 e_tot_ev=-7904.991 charge=+1
C 1.1290 0.9247 -2.0053 1.85 -2.03 2.95 -0.04
C 0.6234 -0.4638 -1.2387 -2.90 2.88 -2.68 -0.05
N -0.2315 -0.0722 0.0915 3.91 -2.13 -1.99 0.06
C 0.7375 0.3813 1.0889 1.90 1.88 0.39 -0.23
C 1.6151 -0.7689 1.6538 -1.38 2.64 2.81 -0.05
H 1.6956 0.5632 -2.8474 -0.13 -0.03 -0.54 0.07
H 1.8973 1.4080 -1.3632 -0.28 -0.37 -0.32 0.07
H 0.4899 1.7381 -2.2452 -1.38 -0.01 -0.34 0.06
H -0.1226 -0.8541 -1.9924 0.59 0.00 1.24 0.13
H 1.4316 -1.1788 -1.1734 -0.02 0.07 1.02 0.11
H -0.7702 -0.8430 0.4932 -0.30 0.17 -0.51 0.16
H -0.7791 0.6911 -0.1754 -1.73 1.10 -0.60 0.12
H 0.1779 1.1562 1.6836 0.58 -1.58 0.66 0.15
H 1.5312 1.0804 0.6613 -1.35 -0.91 -0.29 0.13
H 1.0473 -1.5360 2.1839 0.18 -0.30 -0.51 0.09
H 2.4108 -1.0565 1.0208 0.35 -0.68 -0.91 0.06
H 2.1200 -0.2028 2.4778 -0.09 -0.72 -0.39 0.11
H -4.1308 0.0491 -0.2173 2.05 -0.41 0.78 0.11
H -3.6689 -0.0555 1.1775 -0.64 0.06 2.45 0.00
O -3.2924 -0.1118 0.3355 -1.20 0.37 -3.20 -0.06

Entry 3:
39
Properties=species:S:1:pos:R:3:forces:R:3:lowdin_charge:R:1 method="wB97M-V/def2-TZVPD" molar_mass_g_mol=250.22 e_above_lowest_ev=0.893 e_tot_ev=-27516.928 charge=-1
O 0.2645 -0.7587 -0.0153 -0.41 -0.15 -0.44 -0.14
C -0.4333 -1.8501 0.0865 0.94 0.95 0.62 -0.60
O -0.1576 -2.8967 -0.4770 -0.47 -0.27 -0.05 0.04
C -1.5735 -1.7168 1.1333 -0.40 -0.11 -1.03 -0.35
C -2.0620 -3.0643 1.5802 -0.31 -0.74 0.83 -0.08
N -2.6652 -0.8552 0.6435 -0.42 0.70 0.36 0.06
H -1.1742 -1.1639 1.9699 0.50 -0.14 0.38 0.11
H -1.2879 -3.5856 2.1501 0.20 -0.03 -0.35 0.08
H -2.8826 -3.0114 2.3086 -0.12 0.38 -0.18 0.07
H -2.3983 -3.7079 0.7677 0.20 0.13 -0.15 0.08
H -2.8059 -0.6182 -0.3241 0.50 -0.54 -0.28 0.06
H -3.5561 -1.1504 0.9963 -0.26 -0.22 0.16 0.06
H 2.6736 0.5014 1.2226 0.81 -0.70 0.11 0.02
H 3.8038 0.0301 0.1238 0.02 -0.39 0.72 0.05
O 3.0541 0.5783 0.3373 -0.62 1.24 -0.94 -0.05
H 1.8185 -1.1248 1.4323 0.08 -0.51 -0.03 0.01
H 1.2960 -0.6211 2.6972 0.23 -0.02 0.25 0.02
O 2.0582 -1.1344 2.3753 -0.39 0.22 -0.18 -0.08
H -0.6277 1.2570 1.9612 0.19 0.35 0.91 0.01
H 0.1898 0.4588 1.0649 0.67 -0.62 0.40 0.02
O 0.2745 0.8845 1.9725 -1.00 0.43 -0.70 -0.12
H -2.7783 1.3388 2.2783 -0.07 -0.12 -0.04 0.03
H -2.2764 2.0680 1.0644 -0.05 0.24 -0.03 0.04
O -2.3592 2.1681 2.0241 0.07 -0.15 -0.17 -0.06
H 1.8449 1.9377 -2.4575 -0.09 0.11 0.06 0.00
H 2.1691 0.9432 -3.5275 -0.28 0.00 0.13 0.01
O 1.9018 1.8656 -3.4134 0.31 0.08 -0.24 -0.07
H -0.7333 -0.2932 -2.9965 0.25 -0.11 0.45 0.02
H -1.5193 -0.1532 -1.6686 0.66 -0.03 0.04 -0.02
O -1.6191 -0.2190 -2.6195 -0.65 0.24 -0.45 -0.06
H -0.8236 2.4546 -1.8411 0.18 -0.11 -0.04 0.01
H 0.1861 2.9427 -0.7155 -0.65 0.28 -0.26 -0.02
O -0.6175 3.1804 -1.2453 0.02 -0.09 0.24 -0.09
H 1.0403 2.5526 1.2809 0.17 -0.55 -0.23 0.03
H 1.9088 2.1773 0.0252 0.26 -0.28 0.58 0.01
O 1.4271 2.8920 0.4598 0.08 0.81 -0.35 -0.06
H 1.2077 -0.5942 -1.5137 -0.43 0.21 -0.09 0.01
H 1.6709 -1.6219 -2.4517 -0.15 -0.04 -0.37 0.05
O 1.3867 -0.6992 -2.4817 0.44 -0.45 0.37 -0.09